{
  "formula": "C33H57BClNO16P",
  "method": "wB97M-V/def2-TZVPD",
  "e_tot_ev": -91876.155,
  "e_homo_ev": -11.5,
  "charge": 1,
  "relative_energy_ev": 3.2407,
  "lumo_energy_ev": -2.062,
  "symbols": ["C", "C", "O", "B", "O", "C", "Cl", "C", "O", "C", "C", "C", "O", "C", "C", "O", "C", "O", "N", "P", "C", "C", "C", "H", "H", "H", "H", "H", "H", "H", "H", "H", "H", "H", "H", "H", "H", "H", "H", "H", "H", "H", "H", "H", "H", "H", "H", "H", "H", "H", "O", "C", "O", "C", "C", "C", "H", "H", "H", "H", "H", "H", "O", "C", "O", "C", "C", "C", "H", "H", "H", "H", "H", "H", "O", "C", "O", "C", "C", "C", "H", "H", "H", "H", "H", "H", "O", "C", "O", "C", "C", "C", "H", "H", "H", "H", "H", "H", "O", "C", "O", "C", "C", "C", "H", "H", "H", "H", "H", "H"],
  "positions_angstrom": [[2.224287, 1.919315, -0.699079], [0.732937, 1.295930, -0.895421], [-0.181584, 2.435985, -0.888954], [-1.455470, 2.111009, -0.337778], [-2.095534, 0.913708, -0.883657], [-2.293314, 2.941192, 0.777505], [-3.861083, 2.022278, 1.164770], [-2.733305, 4.374960, 0.131304], [-1.511303, 5.022309, -0.277212], [-0.665262, 5.397746, 0.831782], [-1.269027, 6.707900, 1.529996], [-0.161945, 7.477605, 2.427806], [-0.625938, 7.472343, 3.801320], [0.304269, 8.126824, 4.673771], [1.774584, 7.474079, 4.804839], [0.030390, 9.158779, 5.315870], [-0.394900, 4.187593, 1.897855], [0.844282, 3.511651, 1.692927], [-1.591221, 3.280325, 2.063283], [-1.360042, 1.909205, 3.218458], [-0.121914, 0.628753, 2.634336], [-0.550752, 2.677928, 4.788465], [1.019844, 2.358539, 4.914838], [2.191336, 3.049217, -0.910509], [2.540514, 1.707711, 0.380612], [2.980780, 1.476815, -1.425536], [0.524899, 0.533567, -0.079209], [0.702470, 0.852908, -1.947847], [-1.814891, 0.145497, -0.339727], [-3.392311, 4.981984, 0.837068], [-3.307541, 4.128186, -0.836887], [0.375503, 5.675214, 0.416433], [-2.193684, 6.407870, 2.136819], [-1.529191, 7.435842, 0.676412], [0.822137, 6.916849, 2.267222], [-0.038675, 8.547180, 2.019494], [1.799875, 6.546492, 4.137712], [2.005092, 7.134680, 5.872482], [2.554007, 8.209981, 4.415699], [-0.297768, 4.739282, 2.912429], [1.542026, 4.135223, 1.393904], [-2.277632, 3.893951, 2.566712], [-0.606098, 0.052630, 1.757696], [0.920060, 1.004217, 2.377464], [0.020567, -0.162025, 3.465676], [-1.076643, 2.194878, 5.690689], [-0.752545, 3.799796, 4.860160], [1.466606, 3.203797, 5.567502], [1.205615, 1.395097, 5.518757], [1.595822, 2.381551, 3.935255], [-0.109378, -1.663156, -1.543586], [0.629264, -2.022158, -2.427431], [1.772003, -1.370845, -2.770064], [2.348312, -1.996862, -3.923625], [1.785253, -3.398733, -3.937193], [0.411219, -3.204339, -3.331377], [2.061395, -1.424455, -4.810792], [3.436080, -1.993561, -3.838104], [1.767029, -3.845776, -4.932039], [2.383821, -4.045453, -3.288423], [-0.333768, -2.943148, -4.086997], [0.095526, -4.080348, -2.764386], [0.892884, -7.205890, -3.853209], [-0.039212, -7.410181, -3.118415], [-0.786075, -6.424749, -2.548085], [-1.737773, -7.010600, -1.650152], [-1.895199, -8.438654, -2.114951], [-0.519922, -8.760096, -2.660506], [-1.342517, -6.945391, -0.631755], [-2.678362, -6.458795, -1.700183], [-2.221866, -9.115127, -1.323371], [-2.629594, -8.486139, -2.923136], [0.150805, -9.132324, -1.882274], [-0.570777, -9.461623, -3.492802], [-5.266185, -9.179283, -3.593346], [-5.056546, -8.229986, -4.301439], [-3.867483, -7.566470, -4.350939], [-3.996379, -6.426431, -5.210093], [-5.169317, -6.737545, -6.110886], [-6.056889, -7.575508, -5.214610], [-4.170572, -5.541160, -4.591048], [-3.073293, -6.286469, -5.775188], [-5.659236, -5.844930, -6.503073], [-4.834229, -7.339368, -6.961396], [-6.732780, -6.958045, -4.618347], [-6.614884, -8.319329, -5.782577], [1.573667, -0.514842, 5.594029], [0.929307, -1.504545, 5.841633], [0.016593, -2.046672, 4.992532], [-0.641971, -3.144041, 5.639520], [0.302771, -3.584449, 6.732992], [0.975085, -2.285514, 7.126234], [-1.599818, -2.792332, 6.033779], [-0.828671, -3.938733, 4.915634], [-0.200850, -4.086255, 7.560447], [1.047851, -4.273888, 6.324088], [0.408220, -1.748109, 7.890296], [2.002684, -2.446500, 7.451074], [5.103868, 1.774808, -2.915923], [5.016686, 2.943126, -3.191010], [4.144919, 3.801664, -2.593510], [4.227135, 5.081710, -3.232021], [5.585826, 5.110398, -3.892973], [5.802554, 3.656665, -4.257085], [3.410720, 5.163397, -3.955810], [4.118795, 5.871536, -2.486460], [5.635184, 5.788718, -4.746206], [6.344061, 5.424164, -3.168684], [5.378923, 3.413906, -5.234413], [6.856781, 3.384371, -4.215868]],
  "atomic_forces_ev_per_a": [[-0.69, -0.18, 0.23], [2.26, 0.32, -1.49], [-2.64, -0.41, 2.59], [1.46, -2.45, -2.71], [1.41, 1.74, 1.98], [-1.70, 1.25, -1.13], [1.30, 1.08, -0.07], [0.33, -1.36, -0.72], [-0.25, -0.12, 1.20], [0.16, 0.32, 0.35], [0.68, 0.19, -0.27], [-0.70, -0.56, -1.34], [1.78, 1.07, 0.29], [0.82, 2.54, 2.07], [-0.83, -0.61, -0.87], [0.33, -4.10, -2.64], [1.57, 3.39, 0.36], [-1.31, 0.07, -0.02], [1.07, 1.29, -0.41], [-0.37, -2.49, 2.89], [0.61, -0.46, -0.80], [0.89, -0.05, -0.02], [0.28, 1.00, 1.36], [-0.01, -1.74, 0.42], [-0.17, 0.51, -1.53], [-1.06, 0.40, 1.06], [0.07, 0.96, -1.31], [-0.21, 0.25, 1.78], [-0.40, 0.20, -0.78], [0.85, -0.76, -0.76], [0.82, 0.56, 1.62], [-1.71, -0.57, 0.32], [1.29, 0.86, -0.72], [0.00, -1.38, 1.31], [-1.05, 0.84, 0.58], [-0.19, -1.57, 0.85], [0.15, 1.17, 0.97], [-0.50, 0.83, -1.49], [-1.13, -0.91, 0.74], [-0.46, -0.95, -1.36], [-0.89, -0.48, 0.10], [0.55, -0.68, -0.20], [0.86, 0.95, 1.28], [-1.44, -0.46, 0.11], [-0.57, 1.49, -0.97], [0.51, 0.69, -1.58], [0.16, -1.44, -0.18], [-0.61, -1.25, -1.03], [-0.36, 1.66, -1.48], [-0.92, -0.19, 1.26], [0.60, 0.15, -0.09], [-0.69, 0.12, 0.19], [-0.47, 0.01, 0.50], [0.49, -0.05, -0.47], [0.14, -0.51, -0.28], [0.36, -0.37, 0.03], [-0.01, 0.01, 0.08], [-0.15, 0.24, 0.13], [0.06, 0.06, 0.10], [-0.06, 0.04, -0.12], [-0.09, -0.02, 0.14], [-0.29, 0.22, -0.10], [-0.64, 0.48, 0.37], [0.97, -0.23, -0.43], [0.31, 0.00, -0.34], [-0.45, 0.02, 0.39], [-0.47, -0.60, 0.07], [-0.49, -0.11, 0.03], [0.02, 0.05, -0.06], [0.21, 0.13, -0.07], [0.02, 0.13, -0.01], [0.22, -0.02, 0.35], [0.11, -0.01, -0.16], [0.35, 0.06, 0.10], [0.67, 0.55, -0.28], [-0.67, -0.75, 0.69], [-0.30, -0.19, -0.08], [0.30, 0.48, -0.25], [-0.24, 0.22, -0.54], [0.10, 0.12, -0.53], [0.01, -0.06, 0.00], [0.03, -0.11, 0.26], [0.12, -0.04, 0.05], [-0.01, 0.10, 0.08], [-0.04, -0.16, 0.02], [-0.12, 0.01, 0.36], [-0.51, -0.90, -0.39], [0.39, 0.64, 0.29], [0.48, 0.48, 0.03], [-0.50, -0.53, -0.01], [0.08, -0.50, 0.35], [0.09, -0.50, -0.01], [0.07, 0.03, -0.04], [0.01, 0.28, -0.10], [-0.02, 0.04, -0.13], [-0.11, 0.05, 0.04], [0.14, 0.08, -0.01], [-0.10, 0.36, 0.07], [-0.38, 0.73, 0.25], [0.13, -1.12, -0.16], [0.19, -0.29, 0.05], [-0.21, 0.47, -0.04], [0.39, 0.46, -0.26], [0.26, 0.46, 0.09], [0.03, -0.03, 0.04], [-0.12, -0.22, 0.05], [-0.07, -0.02, 0.11], [-0.09, 0.00, -0.07], [0.09, -0.12, 0.05], [-0.20, -0.28, -0.15]],
  "mulliken_charge": [-0.85, 0.56, -0.41, 0.18, -0.55, 0.26, -0.10, -0.73, -0.38, 0.07, -0.72, -0.51, -0.25, 0.51, -0.52, -0.52, -0.14, -0.27, 0.01, -0.07, -0.01, -0.40, -0.65, 0.06, 0.10, 0.34, -0.10, 0.13, 0.35, 0.27, 0.47, 0.41, 0.19, 0.35, 0.27, 0.43, 0.02, 0.31, 0.26, 0.04, 0.38, 0.72, 0.17, 0.14, -0.06, 0.46, 0.28, 0.30, 0.21, 0.13, -0.58, 0.46, -0.26, -0.47, -0.52, -0.06, 0.25, 0.34, 0.35, 0.24, 0.27, 0.03, -0.60, 0.42, -0.20, -0.59, 0.08, -0.54, 0.34, 0.31, 0.44, -0.17, 0.29, 0.31, -0.57, 0.44, -0.31, -0.48, -0.54, -0.41, 0.27, 0.33, 0.33, 0.27, 0.25, 0.29, -0.65, 0.50, -0.34, -0.48, -0.51, -0.45, 0.28, 0.31, 0.33, 0.27, 0.27, 0.31, -0.56, 0.45, -0.22, -0.47, -0.54, -0.44, 0.29, 0.31, 0.33, 0.27, 0.27, 0.30]
}

=====

{
  "formula": "C42H32ClN8O13Tc",
  "method": "wB97M-V/def2-TZVPD",
  "e_tot_ev": -97329.921,
  "e_homo_ev": [-4.0, -6.5],
  "s2": 3.857,
  "charge": -1,
  "spin_multiplicity": 4,
  "lumo_energy_ev": [0.579, 0.352],
  "symbols": ["Tc", "O", "N", "O", "C", "C", "C", "C", "C", "C", "N", "C", "C", "N", "C", "C", "C", "C", "H", "H", "H", "H", "H", "H", "H", "O", "C", "O", "C", "C", "Cl", "N", "N", "C", "C", "O", "O", "C", "C", "C", "C", "C", "C", "H", "H", "H", "H", "H", "H", "O", "C", "O", "C", "C", "C", "C", "C", "C", "O", "N", "O", "O", "N", "O", "O", "H", "H", "C", "C", "C", "C", "C", "C", "C", "C", "C", "C", "C", "C", "N", "H", "H", "H", "H", "H", "H", "H", "H", "H", "H", "H", "H", "H", "H", "H", "H", "H"],
  "positions_angstrom": [[-0.505022, 0.881999, 0.712931], [-7.037031, 1.157633, 3.344120], [-6.134238, 1.127753, 4.205731], [-6.386111, 1.096409, 5.421299], [-4.788040, 1.124536, 3.800124], [-3.814251, 1.064489, 4.807973], [-2.456892, 1.046167, 4.501917], [-1.404547, 1.097898, 5.462504], [-0.109632, 1.146427, 5.041918], [0.195174, 1.095230, 3.669283], [-0.758900, 0.995383, 2.761266], [-2.060130, 1.006835, 3.149233], [-3.037864, 1.061829, 2.109604], [-2.554498, 1.044085, 0.843165], [-3.368537, 1.309962, -0.180502], [-4.713791, 1.505888, 0.021083], [-5.254546, 1.418533, 1.296455], [-4.412520, 1.193889, 2.401135], [-4.138932, 1.049190, 5.836458], [-1.655428, 1.121775, 6.516303], [0.706054, 1.222017, 5.748816], [1.212184, 1.121654, 3.305223], [-2.921096, 1.341776, -1.163371], [-5.347334, 1.716981, -0.829354], [-6.310103, 1.546325, 1.453528], [5.667815, 3.234579, 0.721507], [5.940196, 2.277134, -0.144240], [7.066392, 2.113927, -0.547252], [4.813177, 1.407375, -0.630619], [4.980366, 0.414524, -1.577327], [6.428546, -0.029263, -2.348693], [3.780965, -0.196963, -1.781168], [2.840020, 0.353120, -1.007465], [3.419668, 1.304077, -0.310823], [2.551358, 1.936006, 0.742609], [2.906368, 2.911601, 1.390102], [1.430836, 1.340181, 0.905037], [3.390105, -1.357714, -2.547980], [4.156141, -1.873551, -3.586015], [3.713068, -3.000102, -4.265956], [2.515885, -3.610384, -3.930223], [1.753156, -3.084050, -2.898561], [2.185951, -1.967826, -2.204942], [4.700217, 3.260688, 0.978127], [5.078770, -1.409333, -3.884205], [4.315210, -3.392415, -5.076183], [2.177094, -4.483211, -4.473873], [0.802932, -3.526863, -2.627966], [1.590117, -1.559484, -1.400131], [-0.752656, 4.984378, -0.078123], [-0.600441, 3.798933, -0.286169], [-0.734160, 2.889689, 0.633243], [-0.222425, 3.347048, -1.680797], [0.031691, 4.368295, -2.573603], [0.397627, 4.103199, -3.877378], [0.508114, 2.805378, -4.319672], [0.215519, 1.777987, -3.455834], [-0.148091, 1.986341, -2.089933], [-0.353581, 0.960748, -1.303945], [0.327442, 0.438070, -4.039148], [-0.446735, -0.422687, -3.676283], [1.167454, 0.277028, -4.908994], [0.658129, 5.200948, -4.807054], [0.905774, 4.919864, -5.967518], [0.616270, 6.336925, -4.374860], [-0.056287, 5.386004, -2.222955], [0.805624, 2.590865, -5.334741], [-2.968126, -1.568854, -1.502840], [-2.784577, -2.598800, -0.389773], [-3.401988, -2.201643, 0.955012], [-1.337103, -3.023570, -0.222600], [-0.990160, -4.269794, -0.716418], [0.258815, -4.834079, -0.504400], [1.127713, -4.185812, 0.359557], [0.836030, -2.951221, 0.913655], [1.749929, -2.455502, 2.021712], [0.953341, -2.107635, 3.283481], [2.680449, -1.327869, 1.567198], [-0.338351, -2.250388, 0.469820], [-0.454431, -0.926532, 0.718871], [-4.003157, -1.215000, -1.532653], [-2.728324, -2.018873, -2.465400], [-2.298148, -0.722112, -1.386682], [-3.313701, -3.498435, -0.712221], [-2.810085, -1.444348, 1.462180], [-3.452806, -3.070721, 1.615390], [-4.415571, -1.815642, 0.820284], [-1.741221, -4.825782, -1.267795], [0.518747, -5.791407, -0.938880], [2.054534, -4.669185, 0.649293], [2.377621, -3.311680, 2.278460], [0.207893, -1.340081, 3.085270], [1.621072, -1.744679, 4.070023], [0.431090, -2.991079, 3.658742], [2.112486, -0.521483, 1.109557], [3.390609, -1.699457, 0.823843], [3.249827, -0.924069, 2.410454]],
  "atomic_forces_ev_per_a": [[1.04, -0.48, -1.09], [0.09, -0.01, 0.11], [0.03, 0.04, -0.06], [0.02, -0.02, -0.09], [-0.08, -0.03, 0.04], [-0.02, 0.02, 0.01], [-0.06, 0.02, -0.04], [-0.02, -0.03, -0.06], [0.00, 0.00, 0.10], [0.09, 0.00, -0.09], [-0.25, 0.20, 0.57], [0.11, -0.09, -0.07], [0.08, -0.03, -0.04], [-0.39, 0.17, 0.20], [0.10, -0.10, -0.09], [-0.17, -0.01, 0.07], [0.12, -0.01, -0.07], [-0.10, 0.00, 0.05], [-0.04, 0.04, -0.01], [0.02, 0.02, -0.03], [-0.02, -0.01, -0.02], [-0.02, 0.01, -0.01], [0.05, 0.02, 0.03], [0.01, 0.00, 0.02], [-0.02, -0.01, 0.04], [-1.13, 0.32, 0.58], [-0.03, -0.46, -0.53], [-0.14, 0.08, 0.16], [-0.22, 0.15, 0.22], [0.06, -0.03, 0.02], [-0.05, -0.13, -0.05], [0.06, -0.17, -0.28], [0.15, 0.08, -0.18], [0.18, -0.01, 0.18], [0.19, 0.69, -0.30], [0.64, -0.09, -0.13], [-0.69, -0.32, 0.27], [0.02, -0.04, 0.05], [-0.02, 0.07, -0.06], [0.02, 0.02, 0.01], [0.01, 0.03, 0.03], [-0.06, 0.04, -0.13], [0.02, 0.14, 0.11], [0.49, -0.15, -0.17], [-0.01, 0.03, -0.03], [-0.01, 0.02, 0.01], [-0.01, 0.01, 0.00], [0.11, 0.05, -0.06], [0.04, 0.00, -0.10], [-0.09, 0.00, 0.09], [0.17, -0.13, 0.02], [-0.19, 0.11, 0.13], [-0.08, -0.24, 0.07], [0.08, 0.23, -0.08], [-0.05, 0.02, 0.07], [0.00, -0.05, -0.26], [0.03, -0.04, 0.26], [0.12, -0.11, 0.14], [-0.22, 0.05, -0.20], [-0.10, -0.21, -0.05], [-0.07, 0.05, 0.15], [0.07, 0.01, 0.11], [0.08, 0.10, -0.05], [-0.03, -0.05, 0.08], [-0.03, -0.09, 0.02], [-0.01, 0.00, 0.04], [0.00, -0.02, 0.01], [0.00, -0.02, 0.01], [0.11, 0.14, 0.05], [-0.02, -0.02, -0.06], [0.04, 0.24, 0.00], [0.08, -0.11, 0.08], [-0.05, -0.02, 0.16], [-0.10, -0.14, 0.03], [0.01, 0.09, 0.07], [0.06, 0.18, -0.09], [0.00, -0.06, -0.06], [-0.16, -0.16, 0.03], [0.02, -0.41, -0.09], [-0.13, 0.83, 0.08], [0.08, 0.01, 0.00], [0.02, -0.01, -0.07], [0.06, 0.05, 0.00], [-0.01, -0.04, -0.01], [0.01, 0.06, 0.02], [0.01, 0.04, -0.01], [0.03, 0.01, 0.01], [0.02, 0.04, -0.01], [-0.01, 0.03, 0.02], [-0.01, 0.02, 0.00], [0.02, -0.05, 0.01], [0.02, -0.06, 0.02], [-0.03, -0.01, -0.04], [0.00, 0.03, -0.01], [0.15, -0.29, 0.17], [-0.01, 0.00, 0.01], [-0.01, -0.03, -0.01]],
  "mulliken_charge": [-0.71, -0.74, 1.00, -0.76, -0.85, -0.91, 1.12, -0.98, -1.10, -0.43, 1.30, 0.04, -0.20, 1.35, -0.64, -1.16, -0.69, 0.73, 0.56, 0.47, 0.49, 0.59, 0.42, 0.50, 0.58, -0.54, 0.51, -0.61, -0.63, 0.18, -0.19, 0.34, 0.27, 0.20, 0.56, -0.90, 0.33, -0.03, -0.80, -0.87, -0.80, -0.39, 0.91, 0.43, 0.38, 0.35, 0.44, 0.46, 0.02, -0.76, 0.31, -0.35, 0.60, -0.88, -0.83, -0.20, -0.46, 0.22, 0.12, 1.13, -0.54, -0.65, 1.05, -0.65, -0.63, 0.68, 0.67, -1.43, 0.05, -1.48, -0.04, -0.39, -1.52, -0.42, 0.35, -0.11, -1.60, -0.83, 0.75, 1.27, 0.45, 0.40, 0.11, 0.77, 0.11, 0.45, 0.44, 0.44, 0.30, 0.41, 0.84, 0.02, 0.46, 0.46, -0.57, 0.38, 0.50]
}